# 1
The following is a DFT calculation (ωB97M-V with the def2-TZVPD basis set) of a structure of composition C20H50CdNO2P2Si4 in a non-equilibrium geometry.

Kohn-Sham gap, eV: 5.67
Relative energy (zero: lowest compared OMol25 entry of this formula, charge and spin), kcal per mole: 0.0
Highest occupied orbital energy, eV: -9.149
Net charge: +1
Largest force on an atom, hartree/bohr: 0.096

Element x y z (Å)
Cd  0.4812  -0.2751  -1.4503
P  2.5250  -1.2958  -1.1852
C  2.8297  -1.7604  -2.9935
C  1.5305  -2.0632  -3.7291
N  0.4001  -1.5036  -3.2208
C  -0.7781  -1.7230  -3.8614
C  -0.8662  -2.5012  -5.0190
C  0.3032  -3.0639  -5.5377
C  1.5207  -2.8433  -4.8884
C  -2.0190  -1.1142  -3.2219
P  -1.5959  0.3878  -2.1509
H  2.4364  -3.2633  -5.2779
H  -1.8166  -2.6680  -5.5038
H  0.2667  -3.6657  -6.4340
H  -2.7499  -0.8332  -3.9802
H  -2.4778  -1.8740  -2.5892
H  3.2931  -0.9350  -3.4746
H  3.5195  -2.6021  -3.0487
H  2.2463  3.5415  -3.8472
O  3.0863  3.4135  -4.4453
H  2.8405  3.7486  -5.3518
H  -1.0691  4.5910  -1.7950
O  -0.6840  5.3946  -2.2747
H  -1.1324  6.1945  -1.8676
C  -1.8172  1.7793  -3.4004
H  -2.8001  1.7241  -3.8682
H  -1.7216  2.7462  -2.9063
H  -1.0575  1.7058  -4.1794
C  -3.1575  0.5528  -1.1125
H  -3.1155  1.4660  -0.5181
H  -4.0400  0.5922  -1.7510
H  -3.2532  -0.2990  -0.4390
C  2.5931  -2.9787  -0.3472
H  3.5153  -3.4984  -0.6066
H  2.5524  -2.8587  0.7356
H  1.7467  -3.5876  -0.6653
C  4.1800  -0.5256  -0.7293
H  4.2068  -0.2946  0.3355
H  4.9962  -1.2096  -0.9619
H  4.3296  0.3955  -1.2938
C  3.2219  0.5710  2.4278
Si  1.4731  1.0176  2.7335
C  1.3105  0.5201  4.5318
C  1.5867  2.8862  2.5780
Si  -0.1899  0.0817  1.3846
Si  -0.8500  -1.9095  2.3138
C  -1.4383  -1.7556  4.0844
C  -2.2644  -2.5995  1.3146
C  0.4416  -3.2410  2.3864
Si  -1.8869  1.5346  2.0933
C  -1.7681  2.0129  3.9071
C  -1.7611  3.1631  1.1536
C  -3.6669  0.8954  2.1578
H  3.8541  0.9657  3.2507
H  3.4972  1.1438  1.5264
H  3.3387  -0.5308  2.3702
H  2.1045  1.0284  5.1166
H  0.3386  0.7834  4.9729
H  1.4714  -0.5735  4.6125
H  1.7775  3.1535  1.5182
H  0.6843  3.4061  2.9282
H  2.4346  3.2465  3.1964
H  -2.2973  -1.0698  4.1571
H  -1.7636  -2.7555  4.4372
H  -0.6274  -1.4084  4.7460
H  -1.9291  -2.7629  0.2697
H  -2.5840  -3.5660  1.7557
H  -3.1156  -1.8933  1.3293
H  0.6381  -3.5912  1.3645
H  1.3555  -2.8648  2.8924
H  0.0383  -4.1048  2.9549
H  -0.8276  2.5251  4.1561
H  -2.5920  2.7165  4.1424
H  -1.8861  1.1230  4.5522
H  -1.8461  3.0351  0.0617
H  -2.5595  3.8471  1.5067
H  -0.7855  3.6439  1.3282
H  -4.1587  0.6348  1.2190
H  -3.7194  0.0090  2.8151
H  -4.2934  1.6894  2.6129

Electronic structure analysis, Löwdin charges in units of e:
1. Cd 0.932
2. P 0.771
3. C -0.282
4. C -0.309
5. N -0.062
6. C -0.313
7. C -0.002
8. C -0.013
9. C -0.001
10. C -0.271
11. P 0.753
12. H 0.123
13. H 0.122
14. H 0.120
15. H 0.094
16. H 0.094
17. H 0.081
18. H 0.095
19. H 0.078
20. O -0.135
21. H 0.055
22. H 0.029
23. O -0.115
24. H 0.072
25. C -0.242
26. H 0.048
27. H 0.015
28. H 0.042
29. C -0.246
30. H 0.006
31. H 0.063
32. H 0.019
33. C -0.229
34. H 0.055
35. H 0.019
36. H 0.042
37. C -0.233
38. H -0.006
39. H 0.053
40. H 0.050
41. C -0.260
42. Si 0.222
43. C -0.221
44. C -0.230
45. Si 0.275
46. Si 0.194
47. C -0.212
48. C -0.237
49. C -0.234
50. Si 0.274
51. C -0.225
52. C -0.228
53. C -0.221
54. H 0.056
55. H 0.022
56. H 0.034
57. H 0.047
58. H 0.009
59. H 0.031
60. H 0.038
61. H 0.005
62. H 0.048
63. H 0.011
64. H 0.045
65. H 0.019
66. H 0.014
67. H 0.046
68. H 0.014
69. H -0.004
70. H 0.037
71. H 0.049
72. H 0.012
73. H 0.048
74. H 0.028
75. H -0.011
76. H 0.049
77. H 0.016
78. H -0.004
79. H 0.025
80. H 0.047


# 2
The following is a DFT calculation (ωB97M-V with the def2-TZVPD basis set) of the ion C5H12NO with charge +1 in a non-equilibrium geometry.

Kohn-Sham gap, eV: 10.78
Relative energy (zero: lowest compared OMol25 entry of this formula, charge and spin), kcal per mole: 21.2
SMILES: CC(C)[C@H]([NH3+])C=O
Highest occupied orbital energy, eV: -14.888
Net charge: +1
Largest force on an atom, hartree/bohr: 0.050

Element x y z (Å)
O  0.6964  1.8107  1.7276
C  0.9957  0.9687  0.9308
C  0.0015  -0.1627  0.6202
C  0.2345  -0.9607  -0.6379
C  -0.8629  -1.9678  -1.0994
C  0.7104  -0.1504  -1.8384
N  -1.3238  0.5995  0.5407
H  2.0495  0.8574  0.6320
H  -0.1214  -0.7757  1.5140
H  1.0503  -1.6457  -0.3661
H  -0.7926  -2.3196  -2.1202
H  -1.7840  -1.4015  -0.9172
H  -0.9329  -2.8447  -0.4586
H  1.6098  0.4338  -1.6280
H  -0.0224  0.5462  -2.2475
H  1.0868  -0.7975  -2.6297
H  -2.1305  0.0184  0.3094
H  -1.6061  0.9508  1.4676
H  -1.3489  1.4317  -0.0476

Electronic structure analysis, natural (NBO) charges in units of e:
1. O -0.468
2. C 0.408
3. C -0.126
4. C -0.263
5. C -0.585
6. C -0.632
7. N -0.687
8. H 0.169
9. H 0.257
10. H 0.245
11. H 0.254
12. H 0.161
13. H 0.233
14. H 0.222
15. H 0.210
16. H 0.253
17. H 0.443
18. H 0.458
19. H 0.448


# 3
The following is a DFT calculation (ωB97M-V with the def2-TZVPD basis set) of an isolated molecule of C3H4N2O2S in a non-equilibrium geometry.

Kohn-Sham gap, eV: 10.10
Relative energy (zero: lowest compared OMol25 entry of this formula, charge and spin), kcal per mole: 87.8
SMILES: C=NOC(=O)SN=C
Highest occupied orbital energy, eV: -9.497
Largest force on an atom, hartree/bohr: 0.053

Element x y z (Å)
C  2.5141  0.4276  1.3292
C  0.5672  -1.0082  -1.0490
C  -2.9263  0.5799  -0.2748
H  3.5226  0.5027  1.6246
H  1.6321  0.7680  1.9821
H  -3.1476  1.3506  0.4637
H  -3.8257  0.1778  -0.8578
N  2.3028  -0.2128  0.2679
N  -1.6531  0.3444  -0.3923
O  0.9188  -0.3002  0.0499
O  1.2736  -1.7880  -1.6451
S  -1.1785  -0.8419  -1.4985

Electronic structure analysis, natural (NBO) charges in units of e:
1. C -0.108
2. C 0.626
3. C -0.079
4. H 0.202
5. H 0.190
6. H 0.183
7. H 0.170
8. N -0.093
9. N -0.544
10. O -0.400
11. O -0.554
12. S 0.408


# 4
The following is a DFT calculation (ωB97M-V with the def2-TZVPD basis set) of an isolated molecule of C7H14.

Kohn-Sham gap, eV: 11.28
Relative energy (zero: lowest compared OMol25 entry of this formula, charge and spin), kcal per mole: 25.4
SMILES: CC(C)CC1CC1
Highest occupied orbital energy, eV: -10.089
Largest force on an atom, hartree/bohr: 0.004

Element x y z (Å)
C  0.7266  -0.6934  -1.6070
C  0.6323  0.7200  -1.0007
C  -0.4892  1.4908  -1.7028
C  0.4196  0.8043  0.5436
C  0.3760  -0.4900  1.3303
C  -0.6086  -0.6402  2.4578
C  -0.7800  -1.4427  1.1999
H  -0.2435  -1.0249  -1.9969
H  1.4277  -0.6992  -2.4487
H  1.0612  -1.4460  -0.8905
H  1.5789  1.2287  -1.2241
H  -0.4151  1.4152  -2.7933
H  -1.4582  1.0682  -1.4065
H  -0.4906  2.5520  -1.4288
H  1.2062  1.4361  0.9770
H  -0.5183  1.3426  0.7366
H  1.3446  -0.9601  1.4967
H  -0.2996  -1.1538  3.3634
H  -1.3052  0.1784  2.6251
H  -1.5981  -1.1779  0.5334
H  -0.5669  -2.5079  1.2356

Electronic structure analysis, natural (NBO) charges in units of e:
1. C -0.611
2. C -0.220
3. C -0.597
4. C -0.394
5. C -0.229
6. C -0.416
7. C -0.427
8. H 0.201
9. H 0.209
10. H 0.213
11. H 0.194
12. H 0.206
13. H 0.197
14. H 0.206
15. H 0.211
16. H 0.197
17. H 0.211
18. H 0.213
19. H 0.209
20. H 0.211
21. H 0.215